Below is C24H24N9Re as an isolated structure, with properties calculated with the ωB97M-V functional and the def2-TZVPD basis.

Positions of all 58 atoms, in Å:
Re (-0.11328, -0.60797, -0.76229)
C (3.12769, -2.15606, -2.89967)
C (4.14556, -2.32504, -1.94377)
C (3.88077, -2.09467, -0.61568)
C (2.60312, -1.70897, -0.19396)
N (1.62410, -1.50374, -1.14486)
C (1.90570, -1.74615, -2.47180)
N (2.41520, -1.58004, 1.15283)
C (1.28014, -1.41761, 1.71849)
N (0.05891, -1.19894, 1.03564)
C (-1.00815, -1.38201, 1.94872)
N (-2.23695, -1.51273, 1.62169)
C (-2.69483, -1.63348, 0.33883)
C (-4.03955, -1.98732, 0.18463)
C (-4.57206, -2.20651, -1.06300)
C (-3.76427, -2.05654, -2.20417)
C (-2.47109, -1.67833, -2.03151)
N (-1.92175, -1.45110, -0.78901)
C (-0.42534, -1.48312, 3.27788)
C (-1.03018, -1.62520, 4.51218)
C (-0.18973, -1.76789, 5.61430)
C (1.19790, -1.79113, 5.47431)
C (1.80499, -1.67286, 4.22601)
C (0.97046, -1.50619, 3.13685)
H (3.29963, -2.34511, -3.94980)
H (5.13265, -2.64434, -2.25349)
H (4.63138, -2.22365, 0.15125)
H (1.08171, -1.60135, -3.16512)
H (-4.62325, -2.09965, 1.08732)
H (-5.60860, -2.50119, -1.16777)
H (-4.14953, -2.23501, -3.19804)
H (-1.80206, -1.54847, -2.87768)
H (-2.10625, -1.62822, 4.61886)
H (-0.62132, -1.87344, 6.60051)
H (1.81405, -1.91440, 6.35473)
H (2.87994, -1.71195, 4.11503)
C (-1.24744, 2.11483, -0.17946)
N (-1.13532, 3.50412, -0.36290)
C (0.13341, 4.00928, 0.17315)
N (1.24638, 3.41226, -0.57556)
C (1.28924, 2.02184, -0.40260)
N (-0.07291, 1.36548, -0.97521)
C (-0.18369, 1.85235, -2.46748)
N (-0.13554, 3.26616, -2.52947)
C (-1.25102, 3.85957, -1.78366)
C (1.13583, 3.76791, -1.99719)
H (-2.18130, 1.73120, -0.59314)
H (-1.13097, 1.83361, 0.86818)
H (0.21850, 3.76001, 1.23104)
H (0.16606, 5.09088, 0.06437)
H (1.33323, 1.73936, 0.64981)
H (2.09874, 1.56829, -0.97622)
H (-1.13587, 1.47956, -2.85282)
H (0.65882, 1.41345, -3.00731)
H (-2.20002, 3.49847, -2.18100)
H (-1.21857, 4.94175, -1.88787)
H (1.16683, 4.85030, -2.09932)
H (1.96987, 3.33972, -2.55380)

Atoms 1-3, force components in eV/Å:
Re 0.007 0.011 0.018
C -0.004 -0.001 0.001
C -0.001 0.001 -0.002

For the frontier orbital gap (alpha / beta), the calculation gives 6.26 / 5.72 eV. The calculation puts the highest occupied orbital energy (alpha / beta) at -17.53 / -17.44 eV. The calculated total energy is -40790.4724 eV. As for the total charge: +3. The multiplicity is 2.